No. 1
DFT (ωB97M-V/def2-TZVPD) results for a molecular structure, C25H38Cl2CrN2O3P at a distorted geometry.

Values from the calculation:
* E_LUMO (spin up / spin down): 2.583 / 2.582 eV
* 2S+1: 5
* gap between HOMO and LUMO (spin up / spin down): 4.61 / 5.64 eV
* E_HOMO (spin up / spin down): -0.074 / -0.112 hartree
* total charge: -1
* energy above the lowest of the compared OMol25 structures with the same formula, charge and spin: 0.0 kcal per mole

Structure (XYZ):
```
72
C25H38Cl2CrN2O3P ωB97M-V/def2-TZVPD
O -0.0696 3.8937 0.1581
C -0.4975 3.6559 -0.9625
C -1.9638 3.5289 -1.2778
C -2.9342 2.7820 -0.5803
H -2.6908 1.8305 -0.0675
C -4.2415 3.3191 -0.5650
H -4.9836 2.8634 0.1096
C -4.5461 4.4328 -1.3527
H -5.5369 4.8796 -1.2978
C -3.6001 4.9797 -2.2400
H -3.8238 5.8345 -2.8695
C -2.3071 4.4816 -2.2549
H -1.5059 4.8771 -2.9018
H 0.0974 3.4777 -1.7778
C 1.1561 1.3185 -3.0213
C -0.1509 0.8134 -2.3879
H 1.0044 1.4100 -4.1239
H 1.9180 0.5184 -2.8027
H 1.5698 2.2820 -2.5938
C -1.3774 0.7430 -3.0297
C -1.4738 0.3618 -4.4508
H -2.2977 1.0661 -2.5093
H -1.8767 1.1780 -5.0436
H -2.0960 -0.5225 -4.4883
H -0.4657 0.1159 -4.7959
Cr -0.2100 -0.8633 -1.3887
Cl -1.9609 -0.3756 -0.1611
Cl -0.1719 -2.2953 -3.0790
H -1.7650 3.5398 3.7441
H -1.8985 1.1592 4.5712
C -1.7618 3.1012 2.7436
C -1.7555 0.7887 3.5543
N -1.1367 1.8054 2.7311
H -1.2319 3.7677 2.0694
C 0.1079 1.6267 2.2303
O 0.6164 0.5481 1.9461
H -1.1280 -0.0948 3.5744
H 0.6835 2.5669 2.1718
H -2.7961 3.0472 2.4036
H -2.7365 0.5157 3.1674
H 5.3992 -0.3007 -0.1498
H 5.3557 2.1105 1.1249
C 4.8299 0.2769 -0.8959
C 4.6284 2.4245 0.3575
N 3.9798 1.2540 -0.2149
H 4.2151 -0.3951 -1.5030
C 2.6402 1.0822 -0.1440
O 2.0747 0.1231 -0.7184
H 3.8643 3.0786 0.8009
H 2.0848 1.8360 0.4472
H 5.5400 0.8312 -1.5262
H 5.1715 2.9588 -0.4397
C 1.7131 -3.5626 -0.6487
P 0.4224 -2.7514 0.3277
C -1.0349 -3.7588 -0.0018
C 0.9037 -3.5030 1.9679
C 1.4778 -2.6678 2.9618
C 2.0086 -3.2290 4.1216
C 1.9715 -4.6210 4.3318
C 1.3873 -5.4401 3.3612
C 0.8557 -4.8840 2.1795
H 1.4767 -3.4811 -1.7067
H 1.8254 -4.6068 -0.3626
H 2.6576 -3.0398 -0.4691
H -0.8180 -4.8191 0.0474
H -1.8005 -3.5205 0.7404
H -1.4323 -3.5167 -0.9801
H 1.4826 -1.5773 2.7950
H 2.4581 -2.5838 4.8714
H 2.4146 -5.0532 5.2359
H 1.3485 -6.5288 3.5170
H 0.4075 -5.5635 1.4520
```

***

No. 2
DFT (ωB97M-V/def2-TZVPD) results for a molecular structure, C25H38IrN3O3PS2SiTe.

Values from the calculation:
* E_LUMO: 2.106 eV
* 2S+1: 1
* gap between HOMO and LUMO: 5.43 eV
* E_HOMO: -0.122 hartree
* total charge: -1
* energy above the lowest of the compared OMol25 structures with the same formula, charge and spin: 22.9 kcal per mole

Structure (XYZ):
```
75
C25H38IrN3O3PS2SiTe ωB97M-V/def2-TZVPD
Ir 0.9221 0.4996 0.9223
O 4.2301 -0.0752 -1.2405
C 3.4534 0.7845 -0.8262
O 2.9696 0.7816 0.3761
C 3.0751 1.9351 -1.7043
C 4.0990 2.5418 -2.4320
C 3.8519 3.6311 -3.2490
C 2.5500 4.1061 -3.3614
C 1.5226 3.5025 -2.6592
C 1.7567 2.4093 -1.8093
S 0.3572 1.6461 -1.0645
H 5.0960 2.1328 -2.3414
H 4.6583 4.0997 -3.7973
H 2.3338 4.9504 -4.0055
H 0.5068 3.8606 -2.7713
C 0.1692 3.7979 5.3914
C -0.5735 3.6951 4.0875
C 0.0945 3.8353 2.8769
C -0.5536 3.6212 1.6724
C -1.9017 3.2854 1.6731
C -2.5932 3.1682 2.8664
C -1.9252 3.3759 4.0656
S -2.7736 2.7973 0.1828
C -2.3936 4.2758 -0.7481
O -4.2375 2.8589 0.4984
H 1.0897 4.3703 5.2801
H 0.4408 2.7972 5.7341
H -0.4398 4.2677 6.1643
H 1.1524 4.0659 2.8749
H 0.0012 3.6740 0.7456
H -3.6412 2.9012 2.8399
H -2.4601 3.2610 5.0004
H -2.8304 5.1238 -0.2227
H -2.8528 4.1421 -1.7258
H -1.3182 4.3765 -0.8526
C 2.0685 -4.4752 0.7165
N 2.8981 -3.3712 0.1082
C 2.7526 -3.4103 -1.3912
N 1.3884 -3.3127 -1.7724
C 0.5985 -4.3471 -1.1186
N 0.7065 -4.3329 0.3389
C 0.0176 -3.1889 0.9743
P 0.3947 -1.5408 0.1578
C 2.3813 -2.0364 0.6138
C 0.7993 -1.9767 -1.6017
H 2.1798 -4.4061 1.7967
H 2.4658 -5.4270 0.3534
H 3.8833 -3.5039 0.3534
H 3.1748 -4.3646 -1.7296
H 3.3301 -2.5708 -1.7841
H 0.9386 -5.3237 -1.4769
H -0.4432 -4.2150 -1.3995
H 0.3192 -3.1126 2.0222
H -1.0476 -3.3823 0.9564
H 2.4481 -2.0631 1.7031
H 3.0782 -1.2924 0.2405
H 1.5084 -1.2319 -1.9681
H -0.0895 -1.9157 -2.2291
Te 0.1202 -0.0580 3.2297
C -2.5922 -2.4833 -2.7448
Si -2.8401 -2.2089 -0.9054
C -4.4061 -1.2152 -0.7080
C -3.1923 -3.8864 -0.1365
C -1.4974 -1.2255 -0.0947
H -3.5385 -2.7930 -3.1944
H -1.8533 -3.2541 -2.9723
H -2.2755 -1.5602 -3.2342
H -5.2500 -1.6965 -1.2098
H -4.2956 -0.2088 -1.1130
H -4.6578 -1.1053 0.3500
H -4.0979 -4.3039 -0.5832
H -3.3699 -3.7859 0.9365
H -2.3938 -4.6144 -0.2761
H -1.8532 -1.0433 0.9270
H -1.5939 -0.2531 -0.5759
```

***

No. 3
DFT (ωB97M-V/def2-TZVPD) results for a molecular structure, C25H38N6O2RuSSi.

Values from the calculation:
* E_LUMO (spin up / spin down): -5.251 / -7.305 eV
* 2S+1: 5
* gap between HOMO and LUMO (spin up / spin down): 8.17 / 6.46 eV
* E_HOMO (spin up / spin down): -0.493 / -0.506 hartree
* total charge: +2
* energy above the lowest of the compared OMol25 structures with the same formula, charge and spin: 26.1 kcal per mole

Structure (XYZ):
```
74
C25H38N6O2RuSSi ωB97M-V/def2-TZVPD
Ru -0.2825 -0.2471 -1.1271
N 0.2352 1.3281 -0.0009
C 0.6449 1.8642 0.9451
N 1.1342 2.4504 1.9813
C 2.6037 2.7227 2.0613
C 2.8384 3.8331 3.0756
C 1.8347 4.9664 2.8835
C 0.3843 4.4941 3.1304
C 0.2735 2.9754 3.0735
H 2.9318 3.0339 1.0691
H 3.1200 1.8015 2.3303
H 3.8594 4.1903 2.9412
H 2.7798 3.4364 4.0915
H 1.9293 5.3484 1.8645
H 2.0769 5.7938 3.5472
H -0.2815 4.9326 2.3867
H 0.0260 4.8189 4.1080
H -0.7457 2.6405 2.8887
H 0.6180 2.5063 3.9942
O -0.5842 -2.2224 -1.7199
C 0.3186 -2.8151 -1.0450
O 1.1096 -2.2207 -0.2969
C 0.3881 -4.3160 -1.1969
N 1.5078 -4.7907 -0.2888
C 0.8508 -5.4753 0.8879
C -0.3734 -6.1159 0.2616
C -0.8795 -5.0550 -0.7243
H 0.6556 -4.5445 -2.2271
H 2.0193 -3.9423 -0.0037
H 2.1379 -5.4251 -0.7762
H 0.5928 -4.6864 1.5927
H 1.5573 -6.1590 1.3498
H -1.1127 -6.3859 1.0116
H -0.0893 -7.0274 -0.2675
H -1.5546 -4.3502 -0.2397
H -1.4089 -5.4939 -1.5650
C -4.4156 -0.5866 1.7195
Si -2.7589 0.0046 1.1653
C -1.4658 -0.9551 2.0950
C -2.7091 1.8353 1.3844
N -2.3394 -0.2202 -0.5964
C -3.1650 -0.4625 -1.6265
C -2.7541 -0.1018 -2.9512
C -3.5379 -0.3656 -4.0374
C -4.7741 -1.0070 -3.8646
C -5.2215 -1.3534 -2.5856
C -4.4496 -1.0836 -1.4850
H -4.4657 -0.3463 2.7873
H -4.5646 -1.6636 1.6264
H -5.2448 -0.0674 1.2375
H -1.2742 -0.5299 3.0846
H -0.5006 -1.0412 1.5909
H -1.8484 -1.9682 2.2505
H -2.7420 2.1181 2.4400
H -3.6122 2.2408 0.9188
H -1.8530 2.3144 0.9113
H -1.8301 0.4515 -3.0865
H -3.2149 -0.0707 -5.0263
H -5.3872 -1.2309 -4.7275
H -6.1819 -1.8359 -2.4643
H -4.7934 -1.3714 -0.5081
C 4.6220 3.8686 -2.7721
C 4.2307 2.4603 -2.4516
C 5.1125 1.5207 -1.9360
C 4.6268 0.2584 -1.6590
N 3.3531 -0.0923 -1.8907
C 2.6227 0.8819 -2.4094
S 0.9407 0.4515 -2.8800
N 2.9493 2.1289 -2.6878
H 5.6958 4.0200 -2.6883
H 4.1165 4.5544 -2.0903
H 4.2984 4.1201 -3.7809
H 6.1497 1.7677 -1.7585
H 5.2703 -0.5080 -1.2441
```

***

No. 4
DFT (ωB97M-V/def2-TZVPD) results for a molecular structure, C25H38O23Pd at a distorted geometry.

Values from the calculation:
* E_LUMO (spin up / spin down): -1.042 / -3.264 eV
* 2S+1: 3
* gap between HOMO and LUMO (spin up / spin down): 8.89 / 6.14 eV
* E_HOMO (spin up / spin down): -0.365 / -0.346 hartree
* total charge: 0

Structure (XYZ):
```
87
C25H38O23Pd ωB97M-V/def2-TZVPD
Pd -0.2650 -2.9972 2.4384
C 0.2982 0.2909 -0.5938
C 0.0647 0.2009 0.8787
O 0.3233 -0.9753 1.6317
H 0.2410 1.3707 -0.7204
H -0.4583 -0.2127 -1.1965
H 1.2809 -0.0724 -0.8997
H -1.0003 0.4190 1.0018
H 0.6249 1.0051 1.3644
C 1.3429 -4.0662 0.3901
C 0.6774 -5.4127 0.7823
O -0.3819 -5.1935 1.6900
H 0.7680 -3.2123 0.0347
H 2.0176 -4.2647 -0.4465
H 2.0756 -3.8389 1.1681
H 1.4358 -6.1005 1.1644
H 0.3011 -5.9764 -0.0754
C -3.0463 1.3263 2.7089
C -4.4919 1.1093 3.2803
O -4.7236 2.4418 3.7988
C -4.0363 3.3313 3.0664
O -4.4714 4.4172 2.8453
O -3.0935 2.7294 2.3824
H -2.8596 0.6979 1.8433
H -2.3240 1.3653 3.5243
H -4.5323 0.2685 3.9703
H -5.2125 0.9227 2.4852
C 4.0928 -1.7310 -4.3507
C 3.3385 -0.4231 -4.1748
O 2.2907 -0.8057 -3.2753
C 2.3212 -2.1458 -3.0772
O 1.5128 -2.7839 -2.4697
O 3.4243 -2.7254 -3.6075
H 5.1683 -1.5868 -4.2288
H 4.0970 -2.0905 -5.3822
H 2.9720 -0.0895 -5.1464
H 3.7863 0.4409 -3.6854
C 1.1582 4.6233 -2.3469
C 1.4360 3.7735 -1.0906
O 0.5011 4.3398 -0.1838
C -0.3538 5.2101 -0.8021
O -1.2015 5.7930 -0.1694
O -0.0603 5.2839 -2.1514
H 1.2069 3.9506 -3.2047
H 1.9292 5.3646 -2.5658
H 2.4643 3.9694 -0.7974
H 1.1034 2.7837 -1.3882
C -3.9610 2.5226 -2.2600
C -3.0557 1.6483 -1.4424
O -4.0031 1.0353 -0.5790
C -5.0555 1.8692 -0.4367
O -5.8459 1.7811 0.4529
O -5.0123 2.8583 -1.3955
H -4.2530 1.8785 -3.0949
H -3.4959 3.3863 -2.7323
H -2.3076 2.1475 -0.8178
H -2.4123 0.8927 -1.8931
C 0.3745 1.0036 5.0354
C 1.8866 0.8539 4.8887
O 2.2424 0.2328 6.1218
C 1.1374 -0.1562 6.7898
O 1.1646 -0.5931 7.9183
O 0.0700 0.1680 6.1221
H -0.0124 0.4858 4.1546
H 0.0114 2.0283 5.0741
H 2.3321 1.8160 4.6310
H 2.2916 0.1841 4.1280
C 3.9804 -1.0172 1.5215
C 4.1621 -1.5037 0.1009
O 4.3596 -0.2641 -0.5687
C 4.9730 0.5390 0.2365
O 5.5270 1.5436 -0.1469
O 4.9602 0.0223 1.4951
H 4.4137 -1.7891 2.1622
H 2.9859 -0.8508 1.9363
H 3.2595 -2.0706 -0.1321
H 5.0340 -2.1326 -0.0751
C -2.5275 -1.9645 -3.0560
C -2.0560 -3.3465 -2.5528
O -3.0057 -4.2382 -3.1419
C -3.7940 -3.5717 -4.0069
O -4.5710 -4.1134 -4.7599
O -3.7716 -2.2747 -3.7077
H -1.7739 -1.4915 -3.6829
H -2.8303 -1.3508 -2.2084
H -2.0711 -3.3813 -1.4661
H -1.0922 -3.5120 -3.0315
```

***

No. 5
DFT (ωB97M-V/def2-TZVPD) results for a molecular structure, C25H39N3O4P2 at a distorted geometry.

Values from the calculation:
* E_LUMO: 0.664 eV
* 2S+1: 1
* gap between HOMO and LUMO: 9.60 eV
* E_HOMO: -0.328 hartree
* total charge: 0

Structure (XYZ):
```
73
C25H39N3O4P2 ωB97M-V/def2-TZVPD
C 2.5472 1.4667 0.3199
C 2.1427 0.2067 -0.4566
C 0.6193 0.0077 -0.5216
C 0.1487 -1.4314 -0.2462
C -0.3073 -2.1722 -1.5080
C -1.8069 -1.9488 -1.7829
C -2.6877 -2.7392 -0.8100
C -3.9161 -2.0000 -0.2904
O -3.6247 -1.3471 0.9696
P -3.8291 0.2169 1.1063
O -3.3532 0.7754 2.3740
O -5.3910 0.4308 0.8735
O -3.1116 0.7885 -0.1900
P -3.3576 2.4422 -0.5104
C -1.6356 3.0219 -0.3525
C -3.4430 2.3145 -2.3276
H 3.5011 1.8703 -0.0099
H 2.5968 1.2377 1.3844
H 1.8051 2.2599 0.2092
H 2.5651 0.2774 -1.4605
H 2.6204 -0.6388 0.0262
H 0.1756 0.6501 0.2395
H 0.2405 0.3539 -1.4845
H 0.9264 -1.9865 0.2747
H -0.7083 -1.3718 0.4271
H 0.2583 -1.8426 -2.3799
H -0.1618 -3.2478 -1.3864
H -2.0148 -0.8813 -1.7270
H -2.0097 -2.2662 -2.8063
H -2.1261 -3.0625 0.0656
H -3.0372 -3.6469 -1.3026
H -4.7049 -2.7234 -0.0858
H -4.3138 -1.3101 -1.0322
H -5.7369 0.9143 1.6260
H -1.2490 2.7475 0.6253
H -1.6032 4.0967 -0.5056
H -1.0191 2.5230 -1.1027
H -2.5235 1.8349 -2.6766
H -3.4899 3.3022 -2.7775
H -4.2689 1.6821 -2.6413
N 4.6004 -1.8638 1.0581
C 4.4177 -3.0775 0.5417
C 4.6626 -4.2535 1.2334
C 5.1238 -4.1643 2.5369
C 5.3188 -2.9095 3.0895
C 5.0444 -1.7922 2.3130
H 4.0545 -3.1030 -0.4809
H 4.4938 -5.2121 0.7621
H 5.3254 -5.0588 3.1127
H 5.6726 -2.7958 4.1048
H 5.1747 -0.7933 2.7132
N 5.1486 0.6113 4.8567
C 4.5666 1.7197 5.3091
C 4.9258 2.3477 6.4921
C 5.9454 1.7941 7.2485
C 6.5625 0.6410 6.7917
C 6.1285 0.0936 5.5944
H 3.7716 2.1195 4.6893
H 4.4173 3.2474 6.8096
H 6.2549 2.2539 8.1782
H 7.3634 0.1750 7.3489
H 6.5906 -0.8055 5.2002
N -4.2444 2.8323 -6.0905
C -5.4151 3.1330 -5.5331
C -6.5169 2.2912 -5.5533
C -6.3978 1.0688 -6.1944
C -5.1871 0.7409 -6.7826
C -4.1461 1.6538 -6.7013
H -5.4654 4.0990 -5.0420
H -7.4417 2.5875 -5.0778
H -7.2343 0.3830 -6.2343
H -5.0497 -0.2020 -7.2938
H -3.1818 1.4339 -7.1464
```

***

No. 6
DFT (ωB97M-V/def2-TZVPD) results for a molecular structure, C25H40BrCl3N3O3ScSi at a distorted geometry.

Values from the calculation:
* E_LUMO: 0.244 eV
* 2S+1: 1
* gap between HOMO and LUMO: 8.50 eV
* E_HOMO: -0.303 hartree
* total charge: 0
* energy above the lowest of the compared OMol25 structures with the same formula, charge and spin: 8.1 kcal per mole

Structure (XYZ):
```
77
C25H40BrCl3N3O3ScSi ωB97M-V/def2-TZVPD
C 3.3177 -1.5423 -1.0877
C 3.5250 -0.3977 -0.1403
H 4.1155 -1.6043 -1.8370
H 2.3419 -1.4598 -1.6014
H 3.3014 -2.4994 -0.5394
C 4.5342 0.4834 -0.2169
C 5.6292 0.4693 -1.2269
H 4.6186 1.2668 0.5379
H 5.4272 -0.1709 -2.0936
H 6.5814 0.1309 -0.7939
H 5.8180 1.4860 -1.5973
Sc -0.7544 -0.1447 0.1274
Cl -0.5526 -2.2940 1.2059
Cl -1.3620 -0.4427 -2.1139
H -6.2926 0.0238 1.6517
H -6.2603 -2.5001 1.6123
C -5.6419 0.0452 0.7674
C -5.6249 -2.4511 0.7174
N -4.8791 -1.1972 0.6831
H -4.9416 0.8765 0.8237
C -3.5601 -1.1672 0.5659
O -2.8826 -0.0908 0.5756
H -4.9071 -3.2793 0.7323
H -3.0506 -2.1388 0.4822
H -6.2946 0.1537 -0.1103
H -6.2788 -2.5510 -0.1615
H 1.8961 0.8802 -2.2344
H 3.0277 3.2009 -1.0001
C 1.2145 1.6568 -2.6128
C 2.1731 3.6543 -1.5301
N 1.0657 2.7142 -1.6229
H 0.2451 1.2000 -2.8435
C 0.0644 2.8200 -0.7396
O -0.8017 1.9440 -0.4879
H 1.8364 4.5409 -0.9787
H 0.0570 3.7973 -0.2190
H 1.6528 2.1158 -3.5077
H 2.4846 3.9385 -2.5422
O 1.2705 0.1098 0.1141
C 2.3797 -0.2571 0.8505
C 2.7141 2.0481 1.8993
C 2.6613 0.6669 2.0448
H 2.4797 2.4990 0.9337
C 3.1423 2.8449 2.9706
H 2.1993 -1.2741 1.2482
C 2.9476 0.0910 3.2826
H 3.2380 3.9208 2.8348
C 3.4781 2.2639 4.1958
C 3.3836 0.8783 4.3506
H 2.8785 -0.9950 3.3766
H 3.7941 2.8893 5.0383
H 3.6530 0.4032 5.3007
Si -1.6613 -3.2967 -3.8643
Cl 0.3295 -2.9615 -3.2603
C -2.5842 -1.8691 -4.6963
C -2.4583 -3.9614 -2.2921
C -1.8233 -4.6519 -5.1883
H -2.3209 -0.8953 -4.2653
H -3.6669 -2.0257 -4.5544
H -2.3690 -1.8600 -5.7774
H -1.5502 -4.2703 -6.1846
H -2.8769 -4.9768 -5.2536
H -1.2211 -5.5416 -4.9682
H -2.2595 -3.3024 -1.4306
H -2.0262 -4.9641 -2.1060
H -3.5450 -4.0304 -2.4688
Br 0.3117 4.7357 3.8437
C -0.5222 3.0291 3.6916
C -1.1682 2.4438 4.7734
C -1.6731 1.1477 4.6236
C -1.4852 0.4840 3.4092
N -0.8765 1.0541 2.3623
C -0.4168 2.3038 2.4945
H -1.2466 2.9974 5.6984
H -2.1916 0.6346 5.4338
H -1.8250 -0.5414 3.2570
H 0.0647 2.7623 1.6380
```

***

no.,E (Eh)
1,-3616.83560
2,-3165.02634
3,-2236.53181
4,-2833.58295
5,-2124.06711
6,-6371.73824